C52H54AsBrCdN3O5P | ωB97M-V with the def2-TZVPD basis set

Calculated values
Energy in a.u.: -7873.3354
HOMO energy in eV: -8.58
LUMO level in eV: 0.464
Kohn-Sham gap in Eh: 0.332

```
! RIJCOSX wB97M-V def2-TZVPD def2/J DEFGRID3
* xyz 0 1
Cd -0.25880 -0.03631 -0.14466
Br -3.59217 2.59688 -0.72338
C -3.68107 1.26246 0.61399
C -4.94594 0.97870 1.10647
C -5.06260 -0.00837 2.06748
C -3.92244 -0.67912 2.46685
C -2.70126 -0.32099 1.91574
N -2.56784 0.66622 1.01389
C -1.46889 -1.11859 2.36924
O -1.63147 -1.89947 3.29629
O -0.37120 -0.92843 1.74046
H -5.80423 1.51883 0.73652
H -6.03036 -0.25215 2.48571
H -3.93631 -1.47809 3.19325
O 0.43135 1.37685 -2.06323
C -0.46262 1.36894 -3.19248
C -1.77080 0.57325 -2.80549
O -2.65062 0.44170 -3.64717
O -1.81215 0.13307 -1.61549
C 0.27029 0.69774 -4.35095
C -0.40695 0.28842 -5.49845
C 0.28667 -0.28084 -6.55479
C 1.66339 -0.44575 -6.49242
C 2.34332 -0.03230 -5.35906
C 1.65218 0.54073 -4.30099
C -0.75422 2.82081 -3.58816
C -1.94622 3.21737 -4.18504
C -2.14047 4.54590 -4.53746
C -1.15631 5.49418 -4.30377
C 0.03504 5.10537 -3.71097
C 0.23629 3.77881 -3.36135
H 0.12298 2.10156 -1.50055
H -1.47929 0.39707 -5.55045
H -0.25292 -0.59846 -7.43801
H 2.20414 -0.88119 -7.32292
H 3.41839 -0.14948 -5.29795
H 2.19506 0.88074 -3.43077
H -2.72601 2.48947 -4.35747
H -3.07606 4.84116 -4.99569
H -1.31045 6.52773 -4.58675
H 0.81494 5.83199 -3.51848
H 1.18144 3.48481 -2.92240
C -1.25971 -3.10582 -0.33428
N -0.28291 -2.34550 -1.11904
C -0.63231 -2.45312 -2.53800
C 1.07385 -2.85260 -0.89618
C 2.13215 -1.79834 -1.21576
N 2.19401 -0.73983 -0.19694
C 2.71812 -1.28534 1.06072
C 3.08078 0.33233 -0.64833
H -1.31421 -4.15230 -0.66470
H -2.24468 -2.65252 -0.45666
H -0.99197 -3.08549 0.72052
H 0.04212 -1.85582 -3.15254
H -0.57548 -3.49828 -2.87354
H -1.64531 -2.09082 -2.70053
H 1.26484 -3.74407 -1.50934
H 1.16345 -3.14730 0.14913
H 1.90539 -1.33483 -2.17864
H 3.11152 -2.29287 -1.30405
H 3.60166 -1.91204 0.87569
H 1.95810 -1.86213 1.58284
H 3.01080 -0.46787 1.71436
H 4.11116 -0.02646 -0.78436
H 3.08507 1.13622 0.08927
H 2.72447 0.73923 -1.59061
C 1.89748 3.73289 1.84795
C 3.30070 3.45607 2.36212
As 4.17065 5.18473 2.79817
C 6.00394 4.51958 2.97036
C 6.27392 3.24148 3.45193
C 7.58092 2.81762 3.64856
C 8.63747 3.67356 3.37848
C 8.37976 4.95648 2.91518
C 7.07397 5.37577 2.71681
C 4.27210 5.85748 0.96187
C 3.61536 7.04452 0.65153
C 3.60698 7.52945 -0.64949
C 4.25582 6.82681 -1.65378
C 4.91773 5.64301 -1.35304
C 4.92636 5.16383 -0.05251
P 0.60319 2.36071 1.62625
C -0.68255 3.67695 1.49343
C -1.45928 4.19276 2.52650
C -2.27138 5.29792 2.30771
C -2.27386 5.94061 1.07911
C -1.45234 5.47633 0.06423
C -0.68290 4.34407 0.26851
C 0.53542 1.64341 3.31134
C 1.69627 1.01592 3.76484
C 1.74181 0.38981 4.99882
C 0.61017 0.35439 5.79881
C -0.56671 0.91559 5.33334
C -0.60862 1.54423 4.09869
H 1.96100 4.19908 0.86111
H 1.41512 4.45982 2.50631
H 3.90389 2.89660 1.64263
H 3.26867 2.90896 3.30087
H 5.46179 2.56343 3.68372
H 7.77104 1.81721 4.01661
H 9.65725 3.34678 3.53541
H 9.20151 5.63179 2.71291
H 6.87819 6.37949 2.35520
H 3.10645 7.59260 1.43657
H 3.09574 8.45598 -0.87781
H 4.25024 7.20032 -2.66983
H 5.42900 5.09604 -2.13546
H 5.45464 4.24539 0.18165
H -1.42320 3.76428 3.51663
H -2.89035 5.67015 3.11453
H -2.91167 6.79869 0.91090
H -1.42212 5.97920 -0.89469
H -0.05262 3.98579 -0.54112
H 2.56866 0.97887 3.12642
H 2.65896 -0.08360 5.32665
H 0.63455 -0.14477 6.75834
H -1.46976 0.84068 5.92477
H -1.55793 1.91312 3.73760
*
```